Entry 1:
Here is C38H53IrN6O4P2S2 as an isolated structure in a non-equilibrium geometry from the Open Molecules 2025 dataset. Energies are from ωB97M-V/def2-TZVPD.

Structure (XYZ):
```
106
Properties=species:S:1:pos:R:3:forces:R:3
Ir -0.660 0.205 -0.800 -2.16 -0.47 0.33
C -3.151 3.795 1.342 -0.04 0.04 -0.01
C -2.877 2.559 0.473 -0.14 -0.40 -0.33
C -3.967 1.478 0.617 0.15 0.08 0.06
P -1.227 1.811 0.717 1.01 -0.10 -0.04
C -0.067 3.219 0.936 0.38 -0.17 -0.53
C 0.560 3.550 -0.435 -0.20 0.09 0.05
C 1.007 2.908 1.974 -0.02 -0.04 0.02
C -1.279 0.777 2.162 -0.45 0.08 0.17
C -1.966 1.089 3.346 0.05 0.15 -0.10
C -2.081 0.190 4.382 -0.07 -0.01 0.23
C -2.842 0.520 5.647 0.12 -0.12 -0.17
C -1.476 -1.063 4.204 0.09 -0.08 -0.08
C -0.781 -1.389 3.058 -0.07 -0.06 0.13
C -0.658 -0.468 1.996 0.57 -0.48 0.02
N 0.091 -0.718 0.866 0.78 -0.15 -0.65
C 0.812 -1.940 0.643 0.44 0.12 0.41
C 0.130 -3.131 0.419 0.07 0.09 -0.13
C 0.811 -4.309 0.147 -0.11 -0.16 -0.01
C 2.193 -4.340 0.106 0.12 -0.07 0.02
C 2.945 -5.613 -0.190 0.00 0.08 -0.04
C 2.886 -3.164 0.389 -0.03 0.15 -0.05
C 2.242 -1.962 0.671 -0.67 0.15 0.13
P 3.095 -0.411 1.202 -0.01 0.03 0.00
C 2.789 -0.487 3.053 0.05 -0.18 0.00
C 3.878 0.303 3.787 -0.07 0.06 -0.02
C 2.585 -1.871 3.676 0.03 0.06 0.05
C 4.941 -0.683 1.053 -0.15 -0.47 -0.16
C 5.655 -1.861 1.742 0.01 0.08 0.04
C 5.309 -0.643 -0.431 0.12 0.11 -0.06
H -4.218 3.837 1.568 0.03 0.05 -0.01
H -2.885 4.714 0.818 0.01 -0.04 0.02
H -2.613 3.794 2.291 -0.08 -0.04 0.00
H -2.853 2.879 -0.573 -0.01 0.08 0.17
H -4.207 1.307 1.667 0.00 0.00 -0.02
H -3.656 0.510 0.209 -0.06 0.03 0.11
H -4.878 1.795 0.105 0.00 0.02 0.04
H -0.666 4.065 1.264 -0.09 0.06 0.06
H 1.157 2.710 -0.790 0.01 0.10 0.05
H 1.211 4.424 -0.349 -0.09 -0.01 0.04
H -0.201 3.766 -1.196 0.13 0.00 0.12
H 1.615 2.062 1.642 0.04 0.00 0.02
H 0.582 2.666 2.950 0.03 0.03 -0.04
H 1.660 3.778 2.085 -0.02 -0.07 -0.02
H -2.420 2.069 3.466 0.02 -0.11 -0.09
H -3.149 1.567 5.661 0.02 -0.03 -0.01
H -2.234 0.332 6.533 -0.01 0.03 -0.02
H -3.741 -0.095 5.734 0.01 0.02 0.00
H -1.559 -1.803 4.996 0.04 0.05 -0.08
H -0.316 -2.362 2.964 -0.11 0.03 0.02
H -0.951 -3.121 0.445 0.04 0.00 0.15
H 0.254 -5.228 -0.022 0.02 0.06 0.02
H 2.276 -6.475 -0.219 0.03 0.05 0.01
H 3.708 -5.798 0.568 -0.02 -0.02 -0.03
H 3.454 -5.547 -1.156 -0.03 -0.01 0.05
H 3.968 -3.204 0.407 -0.11 0.02 -0.02
H 1.851 0.060 3.172 -0.10 0.06 0.00
H 4.816 -0.256 3.826 -0.07 0.07 0.01
H 3.564 0.504 4.815 0.03 -0.02 -0.04
H 4.076 1.265 3.303 -0.02 -0.06 0.05
H 3.449 -2.520 3.535 -0.04 0.01 0.02
H 1.718 -2.380 3.252 0.17 0.03 0.05
H 2.421 -1.766 4.755 -0.01 -0.02 -0.07
H 5.311 0.241 1.499 -0.01 0.09 0.07
H 5.743 -2.719 1.069 0.02 0.08 0.09
H 5.158 -2.198 2.650 0.07 0.02 -0.05
H 6.674 -1.569 2.016 -0.07 -0.02 -0.07
H 4.931 -1.525 -0.951 0.01 0.02 -0.04
H 6.398 -0.616 -0.557 -0.13 -0.02 0.02
H 4.887 0.236 -0.921 0.02 -0.03 -0.03
N -2.378 0.946 -2.125 1.31 0.22 -0.45
C -2.369 2.208 -2.849 0.00 -0.26 0.01
C -3.482 3.032 -2.832 -0.32 0.08 -0.05
C -3.484 4.200 -3.583 0.26 0.05 -0.10
C -2.367 4.538 -4.350 -0.16 -0.19 -0.04
C -1.239 3.723 -4.332 -0.14 0.07 0.08
C -1.239 2.562 -3.567 0.26 -0.15 -0.01
S -2.482 5.949 -5.469 0.01 0.42 -0.29
O -1.154 6.066 -6.047 0.04 -0.17 0.15
O -3.511 5.528 -6.405 0.01 -0.16 0.12
O -2.876 7.057 -4.617 0.01 -0.14 0.18
H -3.270 0.742 -1.691 0.02 0.09 0.01
H -2.134 0.175 -2.739 -0.48 0.10 -0.42
H -4.362 2.745 -2.253 0.09 0.04 -0.15
H -4.351 4.853 -3.610 0.10 -0.09 0.02
H -0.377 4.018 -4.926 -0.15 -0.04 0.08
H -0.353 1.923 -3.509 -0.17 0.21 -0.04
C -2.852 -4.355 -1.308 0.23 0.10 -0.26
N -2.050 -3.507 -2.210 -0.20 0.03 0.22
C -1.595 -4.001 -3.398 -0.13 -0.10 0.15
C -0.878 -3.260 -4.258 0.15 0.04 -0.05
C -0.567 -1.923 -3.858 -0.06 0.22 -0.20
N -0.979 -1.453 -2.675 0.15 -0.30 0.36
C -1.753 -2.202 -1.860 -0.02 -0.25 -0.04
O -2.183 -1.712 -0.796 -0.25 0.51 0.00
N 0.078 -1.101 -4.669 -0.57 -0.11 -0.02
H -3.582 -4.915 -1.888 0.01 0.02 -0.06
H -3.364 -3.720 -0.601 -0.08 0.15 0.10
H -2.211 -5.046 -0.764 0.08 0.00 0.00
H -1.863 -5.027 -3.610 -0.02 0.00 0.03
H -0.542 -3.658 -5.205 -0.03 0.02 0.08
H 0.506 -1.452 -5.507 0.07 0.04 0.01
H 0.417 -0.222 -4.306 -0.04 -0.05 -0.16
S 2.732 -0.931 -3.385 0.56 0.05 0.31
C 1.787 -0.097 -2.389 0.06 0.48 0.46
N 1.100 0.564 -1.688 -0.06 0.15 0.13
```
Forces are in eV/Å.

Results
Relative energy (zero: lowest compared OMol25 entry of this formula, charge and spin): 52.4 kcal per mole
Molar mass: 976.18 g mol⁻¹
Frontier orbital gap (spin up / spin down): 5.61 / 5.61 eV
E_HOMO (spin up / spin down): -0.2667 / -0.2667 Eh
F_max: 0.044 hartree/bohr

Löwdin atomic charge list, values in e, 2 entries:
1 Ir 1.210
2 C -0.083



Entry 2:
Here is C38H53N4OP2SSn as an isolated structure in a non-equilibrium geometry from the Open Molecules 2025 dataset. Energies are from ωB97M-V/def2-TZVPD.

Structure (XYZ):
```
100
Properties=species:S:1:pos:R:3:forces:R:3
C -1.322 -1.964 -1.971 0.01 -0.82 -0.53
C 0.700 -3.029 -1.209 -0.22 0.44 0.08
C -1.533 -2.928 -2.952 0.08 0.61 0.61
C 0.450 -4.080 -2.165 -0.41 -0.03 -0.26
C -0.627 -4.022 -3.020 0.49 0.03 0.39
H -2.393 -2.852 -3.622 0.33 -0.01 0.28
H 1.164 -4.908 -2.215 -0.28 0.32 0.04
H -0.786 -4.817 -3.758 0.08 0.33 0.32
N -0.269 -2.016 -1.099 0.36 -0.56 -1.03
P -2.449 -0.497 0.048 -2.50 -0.40 -0.76
P 2.260 -1.428 0.351 2.52 -1.35 -0.75
C -2.302 -0.822 -1.785 0.03 0.35 0.12
H -1.900 0.105 -2.229 -0.18 -0.38 0.07
H -3.261 -1.041 -2.281 0.40 0.08 0.26
C 1.865 -2.973 -0.436 -0.26 0.45 -0.18
H 2.627 -3.743 -0.603 -0.33 0.33 0.18
C 3.412 -0.474 -0.888 -0.24 -0.04 0.12
C 3.291 -1.823 1.912 -0.24 0.16 0.09
C -3.398 1.150 0.262 0.28 -0.09 0.00
C -3.534 -1.984 0.618 0.00 -0.16 0.05
C 3.442 1.025 -0.521 0.07 0.05 0.02
H 4.083 1.213 0.355 -0.25 -0.04 -0.35
H 3.852 1.609 -1.367 -0.18 -0.22 0.33
H 2.438 1.409 -0.285 0.40 -0.04 -0.06
C 4.856 -1.002 -0.986 0.11 -0.05 0.05
H 5.443 -0.814 -0.073 -0.23 -0.07 -0.40
H 4.877 -2.083 -1.208 -0.01 0.42 0.07
H 5.368 -0.483 -1.819 -0.25 -0.19 0.32
C 2.768 -0.697 -2.277 -0.02 0.00 -0.12
H 3.173 0.044 -2.992 -0.10 -0.27 0.28
H 2.999 -1.708 -2.651 -0.09 0.39 0.14
H 1.673 -0.605 -2.259 0.42 -0.09 -0.09
C 3.967 -0.544 2.441 0.13 0.07 0.01
H 3.233 0.271 2.566 0.24 -0.24 -0.03
H 4.414 -0.753 3.431 -0.19 0.06 -0.40
H 4.776 -0.190 1.781 -0.32 -0.14 0.30
C 2.338 -2.347 2.999 -0.07 -0.15 0.10
H 1.681 -1.549 3.375 0.41 -0.34 -0.27
H 1.715 -3.176 2.625 0.22 0.32 0.17
H 2.938 -2.721 3.849 -0.18 0.16 -0.33
C 4.327 -2.934 1.639 0.02 -0.08 -0.15
H 5.065 -2.665 0.871 -0.29 -0.13 0.34
H 4.877 -3.142 2.576 -0.26 0.13 -0.35
H 3.825 -3.867 1.332 0.20 0.35 0.14
C -3.984 -1.761 2.077 -0.05 0.03 0.08
H -4.458 -2.689 2.447 0.20 0.36 -0.17
H -3.137 -1.530 2.742 -0.26 -0.10 -0.21
H -4.732 -0.955 2.156 0.24 -0.34 -0.05
C -2.703 -3.287 0.528 0.00 -0.17 0.07
H -2.511 -3.573 -0.518 -0.12 0.07 0.37
H -1.740 -3.227 1.049 -0.36 0.00 -0.15
H -3.295 -4.094 0.997 0.18 0.33 -0.21
C -4.774 -2.200 -0.278 -0.11 0.06 -0.10
H -5.319 -3.084 0.103 0.24 0.35 -0.13
H -5.473 -1.353 -0.275 0.26 -0.38 -0.02
H -4.489 -2.423 -1.320 -0.13 0.04 0.40
C -2.625 2.223 -0.532 0.00 0.06 -0.08
H -2.618 2.027 -1.618 -0.05 0.07 0.36
H -3.119 3.199 -0.372 0.21 -0.36 -0.04
H -1.587 2.302 -0.176 -0.52 0.05 -0.13
C -3.332 1.550 1.753 -0.08 0.03 0.10
H -2.290 1.559 2.112 -0.36 0.02 -0.09
H -3.745 2.570 1.866 0.17 -0.38 -0.05
H -3.916 0.877 2.398 0.24 0.28 -0.25
C -4.859 1.124 -0.223 -0.10 -0.07 0.00
H -4.946 0.769 -1.264 0.03 0.13 0.39
H -5.496 0.495 0.418 0.27 0.29 -0.24
H -5.266 2.151 -0.184 0.21 -0.38 0.00
Sn -0.040 -0.533 0.534 0.35 -0.49 0.37
C -0.435 -1.636 2.076 -0.86 -2.29 -0.15
O -0.757 -2.207 3.050 -0.47 -1.04 1.91
N 0.220 0.798 -1.039 0.78 3.06 -4.41
C 0.336 1.529 -1.953 -0.27 -1.60 1.78
C 0.500 2.366 -3.086 0.10 0.72 -0.90
C 0.273 3.762 -2.993 0.09 -0.26 -0.14
C 0.896 1.794 -4.322 -0.08 0.19 0.18
C 0.442 4.565 -4.124 0.04 -0.20 0.03
H -0.031 4.196 -2.036 0.07 -0.13 -0.36
C 1.059 2.614 -5.441 -0.07 0.07 0.21
H 1.075 0.716 -4.383 -0.07 0.41 -0.01
C 0.833 3.997 -5.347 -0.05 -0.25 0.34
H 0.268 5.643 -4.050 0.07 -0.46 -0.03
H 1.366 2.171 -6.394 -0.14 0.18 0.42
H 0.964 4.634 -6.228 -0.06 -0.27 0.38
N 0.043 -0.300 4.624 0.01 2.05 -0.20
C 0.130 0.808 3.708 0.06 -3.40 -0.99
N 0.198 0.991 2.271 0.74 2.17 5.24
C 0.272 2.399 2.136 0.00 0.92 -0.35
C 0.387 3.187 0.981 -0.15 1.65 1.17
C 0.344 4.598 1.041 -0.04 -1.10 0.66
C 0.213 5.264 2.262 0.04 -0.01 -0.07
C 0.154 4.527 3.425 -0.02 0.57 -0.52
C 0.190 3.149 3.322 0.05 2.31 -2.90
S 0.105 2.211 4.600 -0.25 -1.68 4.31
H -0.085 -0.093 5.627 0.07 0.73 -1.12
H 0.228 -1.289 4.608 -0.11 -0.06 -1.65
H 0.506 2.785 0.037 0.24 -0.85 -1.44
H 0.405 5.183 0.137 0.08 -0.06 -0.19
H 0.167 6.343 2.317 0.03 0.02 -0.13
H 0.063 5.008 4.395 0.03 -0.09 -0.12
```
Forces are in eV/Å.

Results
Total charge: +1
Molar mass: 794.60 g mol⁻¹
Frontier orbital gap (spin up / spin down): 3.57 / 3.41 eV
E_HOMO (spin up / spin down): -0.2476 / -0.2448 Eh
F_max: 0.111 hartree/bohr

Löwdin atomic charge list, values in e, 2 entries:
1 C -0.363
2 C -0.351